Molecular formula: C33H91BrNO13
Method: DFT, ωB97M-V/def2-TZVPD

Last columns: bonded neighbours and bond lengths (Å).
CARTESIAN COORDINATES (ANGSTROEM)
1 C 5.32261 -1.88116 -0.83788  O2 1.412, H13 1.087, H14 1.090, H15 1.091
2 O 5.62578 -0.59874 -1.34388  C1 1.412, C3 1.424
3 C 4.59062 0.37921 -1.31993  O2 1.424, C4 1.513, H16 1.093, H17 1.089
4 C 3.17902 -0.15949 -1.23287  C3 1.513, C5 1.540, H18 1.092, H19 1.092
5 C 2.17868 0.99519 -1.42330  C4 1.540, C6 1.519, H20 1.088, H21 1.091
6 C 0.77455 0.42801 -1.54534  C5 1.519, C7 1.521, N12 1.505, H22 1.092
7 C 0.18906 0.38774 -2.94833  C6 1.521, C8 1.519, H23 1.095, H24 1.085
8 C -1.04872 -0.49222 -2.93599  C7 1.519, Br9 1.944, C10 1.540, H25 1.088
9 Br -1.96361 -0.34421 -4.64459  C8 1.944
10 C -2.03159 -0.22261 -1.78106  C8 1.540, C11 1.534, H26 1.087, H27 1.082
11 C -1.44113 0.32609 -0.47592  C10 1.534, N12 1.500, H28 1.086, H29 1.086
12 N -0.24146 1.18876 -0.73610  C6 1.505, C11 1.500, H30 1.021, H31 1.021
13 H 6.26541 -2.41776 -0.77526  C1 1.087
14 H 4.67673 -2.44710 -1.50994  C1 1.090
15 H 4.89966 -1.84682 0.16692  C1 1.091
16 H 4.75462 1.05274 -0.47527  C3 1.093
17 H 4.67420 0.94053 -2.24945  C3 1.089
18 H 2.97214 -0.60007 -0.25546  C4 1.092
19 H 2.97779 -0.93731 -1.97190  C4 1.092
20 H 2.46757 1.55026 -2.31386  C5 1.088
21 H 2.23541 1.63580 -0.54194  C5 1.091
22 H 0.73855 -0.59078 -1.15474  C6 1.092
23 H -0.10731 1.40295 -3.23308  C7 1.095
24 H 0.92778 0.05818 -3.67195  C7 1.085
25 H -0.74238 -1.53479 -2.88672  C8 1.088
26 H -2.85684 0.40694 -2.10314  C10 1.087
27 H -2.45987 -1.17973 -1.51272  C10 1.082
28 H -2.17911 0.93936 0.03353  C11 1.086
29 H -1.13420 -0.46322 0.20318  C11 1.086
30 H -0.54850 1.99990 -1.27531  N12 1.021
31 H 0.14937 1.55379 0.13326  N12 1.021
32 C -3.75441 -4.76900 -2.10655  C33 1.507, H35 1.092, H36 1.092, H37 1.088
33 C -2.85562 -3.56488 -2.22479  C32 1.507, O34 1.434, H38 1.091, H39 1.097
34 O -2.06709 -3.36539 -1.04374  C33 1.434, H40 0.969
35 H -4.42730 -4.66293 -1.25322  C32 1.092
36 H -4.35365 -4.93187 -3.00539  C32 1.092
37 H -3.13209 -5.64545 -1.93619  C32 1.088
38 H -3.43461 -2.65236 -2.37100  C33 1.091
39 H -2.18516 -3.67817 -3.08587  C33 1.097
40 H -1.55352 -4.17685 -0.91313  O34 0.969
41 C -7.74187 -4.48525 -6.09226  C42 1.515, H44 1.088, H45 1.088, H46 1.094
42 C -6.96866 -4.43657 -4.79028  C41 1.515, O43 1.430, H47 1.089, H48 1.097
43 O -5.73235 -5.15060 -4.86319  C42 1.430, H49 0.962
44 H -7.94772 -5.51434 -6.37736  C41 1.088
45 H -8.69189 -3.96163 -6.00269  C41 1.088
46 H -7.16291 -4.02145 -6.89668  C41 1.094
47 H -7.53513 -4.91064 -3.99024  C42 1.089
48 H -6.77597 -3.39757 -4.49705  C42 1.097
49 H -5.20577 -4.75509 -5.56390  O43 0.962
50 C -1.20875 -7.33909 1.31526  C51 1.516, H53 1.091, H54 1.091, H55 1.091
51 C -1.96455 -6.96253 0.05573  C50 1.516, O52 1.432, H56 1.089, H57 1.094
52 O -1.10013 -6.35841 -0.91296  C51 1.432, H58 0.967
53 H -0.73711 -6.45781 1.75161  C50 1.091
54 H -1.87757 -7.77944 2.05564  C50 1.091
55 H -0.42226 -8.06072 1.08805  C50 1.091
56 H -2.73862 -6.22860 0.27546  C51 1.089
57 H -2.44636 -7.84228 -0.38186  C51 1.094
58 H -0.41950 -7.01351 -1.11931  O52 0.967
59 C 5.08495 4.20256 0.89973  C60 1.512, H62 1.092, H63 1.089, H64 1.092
60 C 3.99780 3.93790 1.91621  C59 1.512, O61 1.440, H65 1.088, H66 1.095
61 O 2.97185 3.08179 1.37882  C60 1.440, H67 0.962
62 H 4.66757 4.67793 0.01007  C59 1.092
63 H 5.85519 4.85021 1.31478  C59 1.089
64 H 5.54846 3.26587 0.58438  C59 1.092
65 H 3.50819 4.86121 2.21786  C60 1.088
66 H 4.41339 3.46713 2.81287  C60 1.095
67 H 3.42171 2.26845 1.13035  O61 0.962
68 C 5.29386 7.70849 5.18841  C69 1.515, H71 1.090, H72 1.090, H73 1.092
69 C 4.88179 6.73725 4.10094  C68 1.515, O70 1.429, H74 1.090, H75 1.094
70 O 6.00548 6.12586 3.46365  C69 1.429, H76 0.961
71 H 5.93305 8.48934 4.77622  C68 1.090
72 H 4.42046 8.17221 5.64708  C68 1.090
73 H 5.85627 7.19482 5.97139  C68 1.092
74 H 4.33192 7.25482 3.31522  C69 1.090
75 H 4.23212 5.96031 4.51452  C69 1.094
76 H 6.50527 5.65442 4.13624  O70 0.961
77 C 9.55059 1.86209 0.36162  C78 1.516, H80 1.090, H81 1.090, H82 1.092
78 C 8.17358 1.75640 0.98782  C77 1.516, O79 1.428, H83 1.090, H84 1.095
79 O 7.15254 1.53352 0.01420  C78 1.428, H85 0.964
80 H 9.57200 2.66970 -0.37008  C77 1.090
81 H 10.31237 2.05516 1.11760  C77 1.090
82 H 9.81097 0.93602 -0.15568  C77 1.092
83 H 7.90844 2.68553 1.49142  C78 1.090
84 H 8.15372 0.95008 1.72900  C78 1.095
85 H 7.35095 0.70407 -0.43518  O79 0.964
86 C 0.54226 4.17990 4.32268  C87 1.517, H89 1.090, H90 1.092, H91 1.093
87 C 1.32538 5.45030 4.59577  C86 1.517, O88 1.425, H92 1.089, H93 1.095
88 O 1.93877 5.43349 5.88148  C87 1.425, H94 0.962
89 H -0.22205 4.02761 5.08478  C86 1.090
90 H 0.06024 4.22368 3.34433  C86 1.092
91 H 1.20121 3.30833 4.34093  C86 1.093
92 H 0.66889 6.31899 4.58619  C87 1.089
93 H 2.08924 5.59508 3.82444  C87 1.095
94 H 2.52463 4.67216 5.92192  O88 0.962
95 C 5.40090 2.77482 -5.54654  C96 1.516, H98 1.091, H99 1.090, H100 1.092
96 C 4.09437 3.27036 -4.95774  C95 1.516, O97 1.429, H101 1.090, H102 1.094
97 O 4.16581 3.42710 -3.53916  C96 1.429, H103 0.962
98 H 5.68760 1.82420 -5.09547  C95 1.091
99 H 5.31680 2.63865 -6.62498  C95 1.090
100 H 6.20465 3.48883 -5.35621  C95 1.092
101 H 3.29612 2.54996 -5.13880  C96 1.090
102 H 3.80216 4.21765 -5.42081  C96 1.094
103 H 4.85701 4.06916 -3.35183  O97 0.962
104 C 2.44221 -9.86482 -2.84876  C105 1.515, H107 1.090, H108 1.090, H109 1.093
105 C 1.05113 -9.65303 -2.28832  C104 1.515, O106 1.434, H110 1.088, H111 1.094
106 O 0.92815 -8.38437 -1.63188  C105 1.434, H112 0.964
107 H 3.18698 -9.79550 -2.05611  C104 1.090
108 H 2.52392 -10.84385 -3.32048  C104 1.090
109 H 2.67834 -9.10595 -3.59852  C104 1.093
110 H 0.82219 -10.39937 -1.53042  C105 1.088
111 H 0.29952 -9.73249 -3.07884  C105 1.094
112 H 1.13960 -7.70683 -2.28348  O106 0.964
113 C -12.61244 -4.36471 -7.04737  C114 1.517, H116 1.090, H117 1.090, H118 1.092
114 C -11.47922 -5.22690 -7.57034  C113 1.517, O115 1.426, H119 1.089, H120 1.095
115 O -10.66477 -5.74638 -6.52111  C114 1.426, H121 0.962
116 H -12.21914 -3.53768 -6.45549  C113 1.090
117 H -13.20431 -3.95685 -7.86740  C113 1.090
118 H -13.27729 -4.94750 -6.40591  C113 1.092
119 H -10.81051 -4.64004 -8.19905  C114 1.089
120 H -11.87375 -6.04845 -8.17665  C114 1.095
121 H -11.22335 -6.28660 -5.95477  O115 0.962
122 C -1.92717 3.25982 9.03533  C123 1.515, H125 1.091, H126 1.089, H127 1.093
123 C -2.15623 3.53544 7.56324  C122 1.515, O124 1.435, H128 1.089, H129 1.091
124 O -1.92835 2.36319 6.76834  C123 1.435, H130 0.961
125 H -0.90941 2.90400 9.19958  C122 1.091
126 H -2.08955 4.15955 9.62726  C122 1.089
127 H -2.61228 2.48756 9.39390  C122 1.093
128 H -1.46165 4.29317 7.20368  C123 1.089
129 H -3.17074 3.90086 7.39700  C123 1.091
130 H -2.54645 1.69201 7.06943  O124 0.961
131 C -5.17268 7.10234 6.79077  C132 1.517, H134 1.091, H135 1.091, H136 1.092
132 C -5.25562 6.13056 7.95265  C131 1.517, O133 1.425, H137 1.090, H138 1.095
133 O -4.00829 5.98802 8.62765  C132 1.425, H139 0.962
134 H -4.41235 6.77832 6.07931  C131 1.091
135 H -6.12948 7.17532 6.27245  C131 1.091
136 H -4.89894 8.10021 7.14045  C131 1.092
137 H -5.51598 5.13340 7.59867  C132 1.090
138 H -6.02842 6.44619 8.66066  C132 1.095
139 H -3.75646 6.85095 8.96901  O133 0.962

Computed properties:
Energy (eV): -133838.25647
Charge: +1
Largest force on an atom (eV Å⁻¹): 0.62
Spin multiplicity: 1